Below is the ion C4H9N2O2 with charge +2, with properties calculated with the ωB97M-V functional and the def2-TZVPD basis.

Summary:
E (Ha): -417.02069
Charge: +2
Spin multiplicity: 2
ΔE to the lowest compared entry with this formula, charge and spin (eV): 1.012
Lowest unoccupied orbital energy (alpha / beta) (eV): -9.548 / -13.394
Kohn-Sham gap (alpha / beta) (eV): 10.36 / 6.34

Positions of all 17 atoms, in Å:
1 O 1.95485 -0.47069 -0.20856
2 O -1.99761 -1.54862 1.71128
3 N -0.19437 -0.91662 -0.73969
4 N 2.00355 2.06768 -0.48805
5 C -2.05480 -0.59043 1.04413
6 C 0.68264 1.45273 -0.28651
7 C 0.82473 -0.06176 -0.37189
8 C -1.59890 -0.68170 -0.45391
9 H -2.55366 0.37861 1.08695
10 H 0.25836 1.62301 0.70413
11 H 2.06670 3.05935 -0.24111
12 H 0.10227 -1.80323 -0.33922
13 H -2.14175 -1.59980 -0.77845
14 H 2.29026 2.08450 -1.52560
15 H -0.15468 1.73583 -0.89472
16 H -1.86427 0.11444 -1.20951
17 H 2.68521 1.44839 0.03259

Below is a cluster of 2 separate species, C48H51N4O in total, with properties calculated with the ωB97M-V functional and the def2-TZVPD basis.

Summary:
E (Ha): -2153.67265
Charge: +1
Spin multiplicity: 1
ΔE to the lowest compared entry with this formula, charge and spin (eV): 0.408
Lowest unoccupied orbital energy (eV): -4.070
Kohn-Sham gap (eV): 4.26

Positions of all 104 atoms, in Å:
1 O 0.41368 1.30627 -0.82935
2 N 0.29377 2.83229 1.52518
3 N -1.87316 3.02341 1.19832
4 N 4.92269 -3.70980 2.29140
5 N 1.44391 -2.03880 -4.17728
6 C 0.13507 -3.56161 -3.10629
7 C 3.79951 -3.45542 1.56408
8 C -2.39516 3.27607 -1.66537
9 C -0.17730 -5.16887 -5.36847
10 C -4.79971 -0.45799 2.41025
11 C 2.60598 -4.19770 1.76863
12 C -4.81711 2.97026 -1.09234
13 C -2.45044 0.05956 2.08171
14 C 5.70561 1.58714 0.22952
15 C 1.42757 -2.79183 0.16030
16 C -5.87542 2.99633 -0.18356
17 C -1.70844 -0.31044 -1.70157
18 C -3.48275 3.03549 -0.66620
19 C 4.89462 -4.66484 3.38045
20 C 3.78129 -2.36799 0.64998
21 C 2.42202 3.48907 0.57455
22 C 4.31785 1.96168 0.65364
23 C 1.66544 2.54059 1.27212
24 C 1.36178 0.28588 2.36690
25 C -4.95931 -0.61265 1.03114
26 C -3.55107 -0.09592 2.92366
27 C 2.21039 1.31708 1.68280
28 C -3.85198 -0.55908 0.19254
29 C 0.57563 -2.56494 -2.12875
30 C 1.85315 4.78605 0.09517
31 C -0.68083 -5.57816 -4.11726
32 C 6.07630 -2.83462 2.18530
33 C -0.56795 1.16843 -0.05042
34 C 1.43030 -3.80939 1.16034
35 C -0.13884 3.98003 2.18168
36 C -1.52046 0.06211 -0.28175
37 C -3.22142 2.95627 0.71353
38 C -5.58424 3.11080 1.17435
39 C 3.56686 1.08216 1.43537
40 C 0.58186 -3.99684 -5.48694
41 C -2.57372 -0.16242 0.68492
42 C -4.03551 3.21323 3.12263
43 C 2.16217 -1.32634 -5.22603
44 C -0.52728 -4.77175 -2.97986
45 C 0.70070 -3.20667 -4.35522
46 C 3.73549 3.15518 0.22903
47 C 0.32443 -2.59138 -0.73529
48 C 2.62982 -2.06903 -0.04168
49 C -0.79555 2.19598 0.99154
50 C -4.26707 3.09433 1.64735
51 C -1.44367 4.12066 1.95171
52 C -7.29764 2.93962 -0.64892
53 C 1.39205 -1.66086 -2.86933
54 H 1.95998 -0.79649 -2.51753
55 H 0.59113 -0.11063 1.68251
56 H -6.40863 3.19920 1.88618
57 H 5.85286 -1.82286 2.56839
58 H 4.30458 3.84220 -0.40096
59 H 1.52315 5.44497 0.90652
60 H 1.05941 -3.70244 -6.41896
61 H 4.27978 -4.30368 4.22211
62 H -3.96975 -0.76408 -0.87641
63 H 1.02037 4.64710 -0.60752
64 H -0.88854 -5.06892 -1.99573
65 H 5.67894 0.93606 -0.65675
66 H -5.94699 -0.77777 0.58726
67 H -1.47802 0.31076 2.50272
68 H -3.52464 2.33454 3.53773
69 H 1.66786 -1.46469 -6.19407
70 H 3.20009 -1.67589 -5.32437
71 H 6.28718 2.47555 -0.03354
72 H -5.02702 2.92218 -2.16172
73 H 2.60380 -5.06519 2.43376
74 H -0.66108 -2.88982 -0.39603
75 H 5.91711 -4.83210 3.73219
76 H -0.75581 -0.32220 -2.23732
77 H 2.19167 -0.25819 -4.97596
78 H -7.44904 2.08942 -1.32292
79 H -5.01080 3.28543 3.62347
80 H 0.53415 4.65078 2.67693
81 H -0.36552 -5.77486 -6.25403
82 H -1.74154 2.40713 -1.79813
83 H -2.10497 4.93634 2.18252
84 H -3.45989 0.08691 3.99367
85 H -2.38130 0.40168 -2.22288
86 H -1.77091 4.14058 -1.39804
87 H -1.19978 -6.53654 -4.03153
88 H -5.65415 -0.60046 3.07226
89 H 4.03473 0.17652 1.82498
90 H 1.97689 -0.57707 2.66686
91 H 4.67163 -1.74973 0.50409
92 H 0.49556 -4.32673 1.40784
93 H 0.87006 0.69260 3.26694
94 H -7.96812 2.83078 0.20811
95 H -7.58874 3.84549 -1.19401
96 H 6.22929 1.04450 1.02528
97 H -2.17226 -1.30057 -1.79202
98 H 4.47713 -5.62051 3.02955
99 H 2.64160 5.31766 -0.44846
100 H 6.88601 -3.26422 2.77416
101 H 2.66194 -1.26113 -0.76294
102 H -3.47439 4.11933 3.38898
103 H -2.84911 3.49511 -2.64117
104 H 6.40010 -2.74669 1.13975

Below is a structure of composition C14H31AgN3O2V, with properties calculated with the ωB97M-V functional and the def2-TZVPD basis.

Summary:
E (Ha): -1957.09316
Charge: +2
Spin multiplicity: 1
Lowest unoccupied orbital energy (alpha / beta) (eV): -8.864 / -8.621
Kohn-Sham gap (alpha / beta) (eV): 6.56 / 6.92

Positions of all 52 atoms, in Å:
1 Ag -2.95668 -1.73498 2.60676
2 V -0.19098 0.14130 0.52162
3 O -3.72785 -1.98460 0.63758
4 O 0.13938 -0.08083 2.24165
5 N -1.96743 -0.46644 0.08101
6 N -0.13527 1.89123 -0.03462
7 N 0.77548 -0.84520 -0.70793
8 C -1.88938 2.00093 -1.75857
9 C 0.80659 2.64912 0.78833
10 C 0.52932 -1.94334 -1.66161
11 C 0.51964 1.99078 -2.37425
12 C -0.50217 2.47639 -1.35079
13 C -0.09996 -0.87513 3.40291
14 C 1.22905 -1.16569 4.09071
15 C 1.68463 -2.10558 -2.64835
16 C 2.14562 -0.74981 -0.18894
17 C -0.51876 4.00310 -1.31829
18 C 0.34852 -3.23615 -0.86639
19 C -2.75014 -1.20222 0.63552
20 C -0.72432 -1.67798 -2.48257
21 C -1.13596 -0.21333 4.30140
22 H 1.92130 -1.66949 3.40521
23 H -0.65093 -0.73680 -3.04355
24 H 1.88316 -1.16494 -3.17662
25 H 0.09389 -4.06173 -1.54263
26 H 0.64888 0.90013 -2.31298
27 H -2.11477 2.39222 -2.76015
28 H 2.60213 -2.44639 -2.15857
29 H -0.77902 0.78085 4.61214
30 H 1.70377 -0.23591 4.43951
31 H -0.82624 -2.49097 -3.21738
32 H -2.64628 2.39407 -1.06877
33 H 0.47966 4.42660 -1.16351
34 H -0.51720 -1.84653 3.07236
35 H -1.31556 -0.82511 5.19551
36 H 2.13428 -0.27344 0.80762
37 H 1.41626 -2.85832 -3.40045
38 H 1.12293 2.03778 1.64262
39 H 1.07033 -1.82209 4.95456
40 H 0.35687 3.56699 1.19337
41 H -0.45405 -3.13621 -0.12392
42 H 2.81036 -0.15587 -0.83982
43 H 1.71226 2.94972 0.23747
44 H 0.19800 2.25294 -3.38986
45 H 1.27415 -3.49037 -0.33796
46 H -1.98798 0.91028 -1.77649
47 H 1.49636 2.45623 -2.18888
48 H -1.19042 4.36396 -0.53122
49 H -2.11189 -0.06685 3.79007
50 H 2.61322 -1.74202 -0.08084
51 H -1.63120 -1.66349 -1.87568
52 H -0.89161 4.38316 -2.27638

Below is a cluster of 2 separate species, C8H10BF2N3O4 in total, with properties calculated with the ωB97M-V functional and the def2-TZVPD basis.

Summary:
E (Ha): -1000.82549
Charge: 0
Spin multiplicity: 1
Lowest unoccupied orbital energy (eV): -2.323
Kohn-Sham gap (eV): 6.88

Positions of all 28 atoms, in Å:
1 F 2.10875 2.60446 4.79598
2 F 0.31255 1.20271 4.74213
3 O 2.12875 0.77905 0.83944
4 O 1.96675 0.99282 3.06724
5 O 0.50824 2.86527 3.07089
6 O 0.36728 3.08538 0.84022
7 N -0.19419 -2.97005 -2.83605
8 N -1.94250 -0.38725 -0.98820
9 N -0.97542 -1.93979 -2.46407
10 C -1.12475 -1.46204 -1.24046
11 C 0.45904 -3.49521 -1.85150
12 C -0.56795 1.53462 -1.84528
13 C -0.42664 -2.07784 -0.18022
14 C 0.36974 -3.09575 -0.50611
15 C 0.78826 2.55118 1.83694
16 C 1.72620 1.34008 1.83219
17 C -1.10891 0.80995 -0.63308
18 B 1.22704 1.91953 3.99327
19 H 0.16998 0.90081 -2.33163
20 H -2.47549 -0.17823 -1.82716
21 H 0.94192 -3.62786 0.23058
22 H -0.52694 -1.71428 0.82438
23 H -0.26502 0.50698 -0.02473
24 H 1.12048 -4.30395 -2.10657
25 H -0.04846 2.39991 -1.45874
26 H -1.70585 1.45726 -0.00842
27 H -1.34301 1.80552 -2.55483
28 H -1.48983 -1.50330 -3.21621